32
Properties=species:S:1:pos:R:3:lowdin_charge:R:1 method="wB97M-V/def2-TZVPD" homo_lumo_gap_ev="7.1 / 7.0" multiplicity=1 total_charge=+1 relative_energy_ev=2.193 lumo_ha="-0.1393 / -0.1648" e_tot_ev=-32567.2423
C 0.55001 0.32476 -2.04169 -0.47
C -0.04914 0.36165 -3.21964 -0.38
C 0.12825 -0.51570 -0.88398 -0.30
C 2.07126 0.74704 2.63550 0.10
C 0.65269 0.59501 2.75684 -0.43
C 0.13986 -0.46647 1.56141 -0.45
C 0.30175 1.36381 -4.17877 -0.13
C -1.19795 -0.59134 -3.55445 0.01
C -0.07561 1.92836 2.58846 -0.09
C -1.21963 -2.33494 3.20386 -0.39
N -0.03779 -1.84327 -0.92079 0.22
N 0.16024 0.09122 0.32353 0.04
S 0.09671 -2.10292 2.06360 0.94
I 1.88639 1.98399 -1.51307 1.00
H 2.51401 1.56677 2.17867 0.05
H 2.65075 0.03489 3.14218 0.06
H 0.23320 0.19114 3.70286 0.13
H 0.21127 2.41322 -3.76951 0.08
H -0.51263 1.32680 -5.09004 0.15
H 1.15851 1.24856 -4.69395 0.05
H -1.85695 -0.38760 -2.78175 0.07
H -1.58004 -0.31097 -4.50154 0.08
H -0.92523 -1.61774 -3.46570 0.07
H 0.43406 2.58490 1.81551 0.08
H -0.09966 2.60599 3.54292 0.13
H -1.09570 1.74030 2.23268 0.08
H -1.47342 -3.41308 3.10541 0.05
H -2.15613 -1.78039 2.96366 0.07
H -0.90468 -2.08050 4.26192 0.06
H -0.07026 -2.34693 -1.73649 0.09
H -0.30500 -2.39856 -0.14167 0.03
H 0.37083 1.08200 0.41403 0.04



51
Properties=species:S:1:pos:R:3:lowdin_charge:R:1 method="wB97M-V/def2-TZVPD" homo_lumo_gap_ev=9.1 multiplicity=1 total_charge=+1 lumo_ha=-0.0868 e_tot_ev=-66563.8113
O 1.12029 0.10094 1.31371 -0.32
V 0.25203 -0.40910 0.07009 0.94
O 0.54590 -1.98554 0.08657 -0.32
C 2.58837 -0.27260 -2.31959 -0.58
O 1.59586 -0.10524 -1.59144 -0.04
N 3.35580 0.76975 -2.69591 0.20
N 2.91800 -1.47288 -2.87853 0.19
H 4.04180 0.62319 -3.40845 0.11
H 3.20047 1.62423 -2.17542 0.09
H 2.31147 -2.23078 -2.61447 0.11
H 3.78367 -1.64168 -3.34736 0.11
C -1.89893 -1.07110 -2.49628 -0.59
O -1.26105 -0.80347 -1.45855 -0.06
N -1.35977 -1.92692 -3.37784 0.20
N -3.09642 -0.51725 -2.78849 0.19
H -1.82502 -2.12011 -4.24476 0.11
H -0.43212 -2.24211 -3.16302 0.11
H -3.45404 -0.69101 -3.71020 0.11
H -3.32420 0.33914 -2.31954 0.11
C -0.57943 2.67640 -0.91150 -0.59
O -0.53767 1.65719 -0.19359 -0.08
N -1.75478 3.16415 -1.39073 0.19
N 0.53413 3.32248 -1.29804 0.21
H -1.79574 4.00871 -1.92192 0.11
H -2.55600 2.59187 -1.19606 0.10
H 1.44348 3.07645 -0.91897 0.06
H 0.42436 4.15224 -1.84834 0.11
C -2.48347 -0.05159 2.04330 -0.58
O -1.59382 -0.67071 1.41860 -0.05
N -2.69081 1.28081 1.81980 0.18
N -3.28731 -0.63433 2.94321 0.21
H -2.00894 1.70136 1.20857 0.07
H -3.62639 1.58925 2.00368 0.11
H -3.94686 -0.06545 3.44322 0.11
H -3.27282 -1.61593 3.23984 0.10
C 3.52515 2.71635 0.88263 -0.61
O 3.04292 2.66587 -0.25608 -0.03
N 3.31826 1.76996 1.83393 0.19
N 4.32011 3.76077 1.28762 0.16
H 3.67889 1.96235 2.74525 0.10
H 2.74307 0.96607 1.63288 0.05
H 4.33762 4.55509 0.67515 0.11
H 4.81918 3.74201 2.15201 0.10
C -1.86466 -4.19945 3.11554 -0.66
O -2.99578 -3.89615 3.52162 -0.01
N -1.27003 -3.53996 2.08719 0.17
N -1.08973 -5.12778 3.74248 0.16
H -1.80348 -2.80727 1.66033 0.07
H -0.33088 -3.72495 1.79673 0.08
H -0.31057 -5.46563 3.21368 0.09
H -1.45009 -5.52765 4.58745 0.11



22
Properties=species:S:1:pos:R:3:lowdin_charge:R:1 method="wB97M-V/def2-TZVPD" homo_lumo_gap_ev="5.5 / 2.8" multiplicity=2 total_charge=+2 relative_energy_ev=0.000 lumo_ha="-0.3327 / -0.4322" e_tot_ev=-25871.2845
Sr 26.21410 -8.68937 -9.19899 1.60
Cl 23.72736 -10.22332 -9.27729 -0.23
C 20.28510 -8.61213 -9.04796 -0.11
C 19.48354 -7.40990 -9.62536 -0.08
O 18.39214 -7.87170 -10.45909 0.15
O 21.38444 -8.23344 -8.22050 0.07
H 20.59080 -9.24311 -9.88253 0.12
H 19.65111 -9.21858 -8.40113 0.18
H 20.07990 -6.70203 -10.20100 0.16
H 19.00360 -6.80483 -8.85617 0.15
H 18.78485 -8.18839 -11.27584 0.13
H 22.16118 -8.75558 -8.43415 -0.04
C 22.40809 -10.40066 -14.50416 -0.20
C 22.91461 -9.95626 -13.10088 -0.26
O 21.87378 -10.27086 -12.18990 -0.10
O 21.34273 -9.50225 -14.87057 -0.07
H 22.03685 -11.41270 -14.34275 0.13
H 23.23880 -10.29652 -15.20214 0.12
H 23.12390 -8.88831 -13.03937 0.11
H 23.79285 -10.56855 -12.89622 0.11
H 22.32851 -10.48609 -11.37228 -0.03
H 21.73568 -8.66165 -15.11669 0.08



16
Properties=species:S:1:pos:R:3:lowdin_charge:R:1 method="wB97M-V/def2-TZVPD" homo_lumo_gap_ev=9.3 multiplicity=1 relative_energy_ev=3.483 lumo_ha=0.0357 e_tot_ev=-8298.0206
C 1.37399 -0.50391 0.48072 -0.05
C -0.15720 1.50786 0.13763 -0.08
C 0.45322 0.28229 -0.51104 -0.50
N -1.37499 -1.26734 0.57902 -0.11
N -1.01901 -0.82723 -0.70006 -0.06
O 0.95330 0.55403 -1.80896 -0.02
H 0.93308 -0.46674 1.52614 0.09
H 1.19852 -1.48031 0.06867 0.06
H 2.43392 -0.25507 0.50912 0.08
H -0.20814 1.36814 1.23327 0.07
H 0.62574 2.30150 -0.08170 0.09
H -1.15125 2.03531 -0.29407 0.12
H -1.80745 -2.16276 0.51923 0.06
H -1.95663 -0.70542 1.19803 0.07
H -1.80258 -0.16243 -0.80131 0.07
H 1.50550 -0.21791 -2.05467 0.11



38
Properties=species:S:1:pos:R:3:lowdin_charge:R:1 method="wB97M-V/def2-TZVPD" homo_lumo_gap_ev=7.8 multiplicity=1 total_charge=+1 relative_energy_ev=0.000 lumo_ha=-0.1084 e_tot_ev=-31376.5539
Pd -1.22151 -0.07342 -0.50471 1.07
N -4.56846 2.20823 -0.35132 0.14
C -3.84822 3.10587 0.40719 -0.04
C -2.59692 2.58227 0.53805 -0.06
N -2.55949 1.39025 -0.12859 -0.03
C -3.75277 1.18564 -0.65405 -0.24
C -3.90757 -0.04593 -1.40784 -0.24
N -2.83682 -0.81528 -1.47856 -0.03
C -3.17011 -1.91607 -2.21811 -0.07
C -4.47325 -1.80159 -2.59930 -0.04
N -4.92606 -0.60974 -2.07716 0.14
H -5.53185 2.31524 -0.62066 0.17
H -4.27991 4.01739 0.77850 0.13
H -1.73597 2.96904 1.05360 0.12
H -2.46293 -2.70017 -2.42163 0.12
H -5.10440 -2.44721 -3.18230 0.13
H -5.85632 -0.24271 -2.18700 0.17
C 5.57188 1.41730 2.79946 -0.05
O 4.21493 1.71862 2.48132 -0.05
C 3.51984 0.85150 1.73572 -0.26
C 4.06119 -0.35813 1.24114 -0.01
C 3.26296 -1.16549 0.49249 -0.01
C 1.90944 -0.85927 0.17867 -0.09
C 1.14965 -1.76545 -0.61200 -0.33
C 1.69921 -3.05836 -1.15046 0.02
O -0.05737 -1.59959 -0.95311 -0.14
C 1.38085 0.37730 0.69315 -0.31
O 0.16920 0.82288 0.50977 -0.20
C 2.21535 1.19560 1.46108 0.07
H 5.92388 2.24863 3.40092 0.10
H 6.17707 1.34015 1.89535 0.10
H 5.64196 0.49474 3.37703 0.10
H 5.07992 -0.64867 1.44310 0.11
H 3.69996 -2.08114 0.12797 0.10
H 2.72898 -3.26895 -0.89796 0.07
H 1.59679 -3.03846 -2.23562 0.10
H 1.07026 -3.86828 -0.78045 0.10
H 1.81661 2.12325 1.84629 0.13



23
Properties=species:S:1:pos:R:3:lowdin_charge:R:1 method="wB97M-V/def2-TZVPD" homo_lumo_gap_ev="8.3 / 6.3" multiplicity=1 relative_energy_ev=2.533 lumo_ha="-0.0674 / -0.1472" e_tot_ev=-45817.8529
C -2.86503 1.12251 0.38019 -0.05
C -2.35500 -1.37133 0.51966 -0.01
C -1.96742 0.04074 0.88356 -0.37
C 3.96096 -0.75200 -0.62786 -0.42
N 2.52817 1.81749 -0.28999 -0.06
O 2.52106 -0.16604 1.31730 -0.24
O -0.86249 0.71054 -1.93920 -0.20
O 0.50025 2.31978 -0.62722 -0.23
O -0.60039 0.44251 0.46901 -0.21
O 1.31120 0.06936 -0.89560 -0.39
F 4.80749 -0.59441 0.41333 0.05
F 4.37311 -0.12840 -1.69524 0.09
F 0.75549 -1.93093 -0.51263 0.00
S 2.55768 0.33712 0.00482 0.65
S 0.01966 1.00384 -0.84754 0.58
H -2.78385 2.08551 0.92855 0.10
H -2.67119 1.21616 -0.67375 0.06
H -3.99032 0.77093 0.47376 0.13
H -1.76162 -1.72594 -0.20481 0.03
H -3.39961 -1.53504 0.35337 0.09
H -2.05163 -1.93897 1.39167 0.09
H -1.88334 0.05956 1.94546 0.14
H 3.85682 -1.85301 -0.76684 0.17